Entry 1:
128
Properties=species:S:1:pos:R:3:lowdin_charge:R:1 method="wB97M-V/def2-TZVPD" fmax_ev_per_a=0.853 total_charge=-2 relative_energy_ev=0.995 e_tot_ha=-5812.76150 e_lumo_ev=3.5
Cd -1.72614 -1.14492 0.06579 1.408
N -1.96494 -5.18576 -2.63544 0.023
C -2.26961 -3.88452 -2.23139 -1.020
S -3.53866 -3.64058 -1.15820 0.481
N -1.50249 -2.97862 -2.82422 -0.039
N -1.70843 -1.72107 -2.33317 -0.021
C -1.55076 -0.75509 -3.16214 -0.220
C -1.31418 -0.97061 -4.61839 -0.199
C -2.37735 -0.92238 -5.51297 -0.036
C -2.16106 -1.10033 -6.87301 -0.094
C -0.87760 -1.32260 -7.34870 -0.112
C 0.18712 -1.37389 -6.45848 -0.092
C -0.02999 -1.20191 -5.10117 -0.028
C -1.58184 0.63994 -2.66179 -0.206
C -1.64198 1.73671 -3.52511 -0.012
C -1.64753 3.01006 -2.98181 -0.081
C -1.55757 3.16582 -1.60887 -0.061
C -1.47327 2.02674 -0.82217 -0.126
N -1.50637 0.80586 -1.33879 0.068
H -2.33417 -5.87515 -2.00217 0.045
H -0.99736 -5.31954 -2.89221 0.062
H -3.37980 -0.75716 -5.13578 0.122
H -2.99918 -1.06765 -7.55880 0.094
H -0.70665 -1.46586 -8.40900 0.090
H 1.19108 -1.55619 -6.82314 0.095
H 0.79330 -1.26004 -4.39928 0.116
H -1.68694 1.59113 -4.59438 0.105
H -1.70743 3.87433 -3.63335 0.101
H -1.52590 4.14266 -1.14574 0.101
H -1.34503 2.07859 0.25124 0.081
O -4.69255 -3.25855 6.34234 -0.059
C -3.74361 -3.85810 5.80326 -0.695
O -3.08388 -4.83969 6.20546 -0.071
C -3.28672 -3.28461 4.43099 -0.089
C -2.27846 -3.91526 3.71725 0.039
C -1.86870 -3.37401 2.50741 -0.204
N -2.43481 -2.27190 2.01748 0.076
C -3.39803 -1.64579 2.68373 -0.184
C -3.85646 -2.13712 3.89920 0.056
C -3.86875 -0.32811 2.01637 -0.446
C -5.17710 0.16446 2.55876 -0.067
C -6.20277 0.46925 1.73413 -0.143
C -6.09402 0.35246 0.32042 -0.155
C -4.90649 -0.17062 -0.15682 -0.246
N -3.87091 -0.52190 0.58086 -0.039
C -0.77898 -3.96520 1.67799 -0.203
C 0.04366 -4.97618 2.17923 -0.010
C 1.07377 -5.45584 1.39353 -0.076
C 1.26160 -4.91952 0.12930 -0.071
C 0.40262 -3.91511 -0.28616 -0.161
N -0.58832 -3.45106 0.46447 0.062
H -1.85043 -4.80968 4.14572 0.102
H -4.65594 -1.66517 4.45247 0.108
H -5.28953 0.26056 3.63152 0.099
H -7.13285 0.81937 2.17372 0.095
H -6.92118 0.54943 -0.34651 0.061
H -4.77974 -0.36467 -1.22241 0.090
H -0.12020 -5.36089 3.17488 0.103
H 1.73131 -6.23081 1.76932 0.099
H 2.06795 -5.25016 -0.51284 0.087
H 0.49973 -3.44570 -1.25998 0.086
O 0.85969 1.14299 0.83955 0.000
C 1.10531 -0.06795 0.83356 -0.686
O 0.51513 -0.97106 0.15622 -0.174
C 2.24924 -0.58143 1.72296 -0.175
C 3.48991 0.30690 1.69757 -0.248
Ge 4.27997 0.56831 -0.09322 1.039
C 3.27460 1.79026 -1.23587 -0.274
C 2.78894 2.98799 -0.71419 -0.112
C 2.12165 3.89427 -1.51868 -0.091
C 1.91144 3.60696 -2.86182 -0.109
C 2.36141 2.40838 -3.38848 -0.092
C 3.04471 1.51004 -2.57773 -0.096
C 4.51274 -1.13753 -1.04269 -0.252
C 3.40135 -1.91996 -1.36851 -0.088
C 3.55544 -3.11291 -2.06244 -0.089
C 4.81867 -3.54913 -2.43836 -0.101
C 5.93008 -2.78241 -2.12128 -0.105
C 5.77291 -1.58630 -1.43274 -0.112
C 6.06536 1.35401 0.16660 -0.266
C 6.47210 2.49416 -0.52077 -0.099
C 7.73676 3.03589 -0.32943 -0.100
C 8.62133 2.44053 0.55742 -0.111
C 8.23394 1.30200 1.25197 -0.102
C 6.96779 0.76941 1.05604 -0.121
H 2.49470 -1.60682 1.44093 0.099
H 1.83703 -0.62855 2.73710 0.109
H 4.27799 -0.13464 2.31724 0.059
H 3.26189 1.29244 2.11117 0.061
H 2.89924 3.20403 0.34333 0.103
H 1.73845 4.81360 -1.09061 0.099
H 1.36851 4.30492 -3.48801 0.094
H 2.17079 2.16166 -4.42642 0.097
H 3.39286 0.57380 -3.00221 0.094
H 2.39751 -1.61141 -1.08729 0.086
H 2.67781 -3.69953 -2.30885 0.091
H 4.93501 -4.48110 -2.97898 0.095
H 6.92100 -3.11107 -2.41272 0.092
H 6.65198 -0.99345 -1.20060 0.088
H 5.78752 2.97006 -1.21476 0.095
H 8.03013 3.92567 -0.87409 0.095
H 9.60847 2.86101 0.70832 0.092
H 8.91712 0.82993 1.94815 0.095
H 6.68321 -0.12188 1.60652 0.099
N -2.66136 0.50914 2.28285 0.179
C -2.64588 1.73562 2.60980 -0.215
C -3.75644 2.73601 2.53751 -0.178
C -4.36593 2.98006 1.31172 -0.036
C -5.30848 3.99004 1.19012 -0.078
C -5.65258 4.76016 2.29020 -0.107
C -5.04003 4.52605 3.51623 -0.095
C -4.08291 3.53262 3.63351 -0.036
C -1.32924 2.29978 3.03490 -0.178
C -0.91396 3.56711 2.63995 -0.040
C 0.33879 4.03772 3.00453 -0.089
C 1.16744 3.26381 3.80364 -0.105
C 0.74384 2.01225 4.22806 -0.090
C -0.49150 1.52680 3.83509 -0.023
H -4.12600 2.35432 0.46230 0.102
H -5.79084 4.15026 0.23341 0.101
H -6.39613 5.54323 2.19629 0.089
H -5.30718 5.12405 4.37953 0.092
H -3.58923 3.35851 4.58267 0.119
H -1.56823 4.18335 2.03324 0.114
H 0.66668 5.01467 2.66727 0.094
H 2.14500 3.63368 4.09224 0.094
H 1.38677 1.40242 4.85206 0.100
H -0.82373 0.53840 4.12656 0.118

Entry 2:
139
Properties=species:S:1:pos:R:3:lowdin_charge:R:1 method="wB97M-V/def2-TZVPD" fmax_ev_per_a=5.683 smiles="C[C@H](Cc1c(C[C@H]2CO2)cc2c(c1P(O)O)C(=O)c1c(Cl)c(-c3ccncc3)c(P(O)(O)=S)c(P(C)O)c1C2=O)OCc1ccccc1.O=C1C=CC(=O)C=C1.O=C1C=CC(=O)C=C1.O=C1C=CC(=O)C=C1.O=C1C=CC(=O)C=C1.O=C1C=CC(=O)C=C1" relative_energy_ev=13.453 e_tot_ha=-5797.06237 e_lumo_ev=-1.8
C 7.59647 2.73114 3.43524 -0.049
C 6.35628 2.33561 2.44385 -0.349
C 6.78013 1.20530 1.35753 -0.097
C 5.56733 0.17231 1.27956 -0.087
C 5.51619 -0.91729 2.42108 -0.097
C 6.61071 -1.04122 3.57631 -0.086
C 7.75884 -2.22709 3.06024 -0.153
C 7.18519 -3.82063 3.13918 -0.056
O 7.41294 -2.94298 1.78824 -0.178
C 4.33380 -1.95298 2.46732 0.065
C 3.27269 -1.82668 1.35071 -0.022
C 3.33100 -0.75619 0.19471 -0.022
C 4.51119 0.27837 0.14511 -0.188
P 4.47044 1.52265 -1.26831 0.937
O 4.77158 0.81070 -2.79694 -0.324
O 5.42657 2.90071 -0.97039 -0.319
C 2.11927 -0.75999 -0.87541 -0.267
O 2.28197 -0.62773 -2.10910 0.019
C 0.67042 -0.99695 -0.19692 -0.030
C -0.62164 -0.26091 -0.61506 -0.406
Cl -0.53855 0.93220 -2.01200 0.631
C -1.96648 -0.53142 0.15016 -0.107
C -3.21800 0.34052 -0.35708 -0.177
C -4.06653 -0.03537 -1.61941 0.007
C -5.25162 0.89826 -1.96706 -0.104
N -5.65931 2.09068 -1.29461 0.011
C -4.87794 2.40708 -0.14228 -0.130
C -3.65289 1.64398 0.41631 -0.005
C -2.07340 -1.54775 1.34888 -0.196
P -3.69237 -1.79345 2.27739 0.419
O -3.97232 -3.37917 2.80932 -0.249
O -5.07639 -1.36205 1.34090 -0.274
S -3.66334 -0.49075 3.75829 0.361
C -0.74446 -2.30267 1.72966 -0.232
P -0.59272 -3.57526 3.16717 0.925
C -1.34650 -2.84462 4.76740 -0.336
O -1.46370 -5.01543 2.70073 -0.348
C 0.60065 -2.04090 0.96866 -0.031
C 1.98386 -2.80324 1.32733 -0.287
O 2.08010 -4.03191 1.52807 0.038
O 5.84491 3.54546 1.84990 -0.162
C 4.80290 4.16030 2.63690 -0.171
C 3.50020 4.55399 1.75624 -0.124
C 2.10824 3.88135 1.92789 -0.027
C 0.85633 4.32102 1.08452 -0.062
C 0.92651 5.47266 0.01471 -0.065
C 2.33000 6.14024 -0.17076 -0.075
C 3.57334 5.69974 0.67722 -0.035
H 8.06011 3.74088 3.18112 0.089
H 8.35627 1.87754 3.53249 0.068
H 7.12849 2.84747 4.48925 0.085
H 5.59700 1.80454 3.14102 0.137
H 7.12855 1.62861 0.36042 0.118
H 7.69538 0.67149 1.82013 0.107
H 7.22505 -0.08962 3.73288 0.082
H 6.20834 -1.41167 4.57557 0.118
H 8.91045 -2.03528 3.34653 0.161
H 6.41659 -4.33684 2.48669 0.130
H 6.34489 -3.39325 3.84543 0.038
H 4.33070 -2.71847 3.30937 0.112
H 5.72181 0.59222 -2.94135 0.060
H 5.01712 3.72391 -1.31115 0.055
H -3.81811 -0.95606 -2.26123 0.090
H -5.87899 0.59179 -2.88534 0.105
H -5.17904 3.36214 0.43080 0.109
H -3.05819 1.98246 1.33991 0.098
H -4.54260 -3.26687 3.61734 0.084
H -5.13716 -0.38105 1.49858 0.021
H -1.07960 -1.72371 4.87287 0.045
H -2.45988 -3.05531 4.89251 0.007
H -0.81291 -3.35521 5.66057 0.046
H -1.70113 -5.41542 3.56850 0.044
H 4.50899 3.59813 3.58531 0.129
H 5.22458 5.18008 2.99443 0.135
H 1.93357 3.05350 2.69376 0.089
H -0.17184 3.82401 1.19526 0.078
H -0.00929 5.78599 -0.56906 0.089
H 2.39304 6.98166 -0.94234 0.082
H 4.54369 6.25610 0.46762 0.092
C 1.50171 -3.28604 -4.14797 0.026
C 0.57210 -2.41732 -4.54947 0.026
C -0.29176 -2.70292 -5.71449 -0.388
O -1.13923 -1.91047 -6.08311 0.100
C -0.08692 -3.98836 -6.41624 0.017
C 0.84234 -4.85664 -6.01488 0.019
C 1.70646 -4.57111 -4.84943 -0.387
O 2.55300 -5.36403 -4.48171 0.106
H 2.14328 -3.09260 -3.29728 0.112
H 0.40903 -1.47190 -4.04590 0.102
H -0.72876 -4.18151 -7.26687 0.120
H 1.00570 -5.80179 -6.51791 0.121
C -9.13265 -0.60523 0.53910 0.031
C -8.11280 -0.11824 1.24669 0.025
C -8.03953 1.31445 1.60035 -0.385
O -7.10639 1.75905 2.24472 0.085
C -9.14083 2.18711 1.14146 0.025
C -10.16119 1.70062 0.43389 0.023
C -10.23444 0.26697 0.07989 -0.387
O -11.16603 -0.17816 -0.56415 0.102
H -9.20151 -1.65197 0.27047 0.124
H -7.29856 -0.74278 1.59143 0.096
H -9.07128 3.23381 1.41007 0.123
H -10.97549 2.32591 0.08931 0.123
C -3.09466 2.89709 5.31454 0.018
C -3.90495 2.03772 5.93324 -0.012
C -4.29240 2.23081 7.34671 -0.382
O -5.03012 1.44608 7.91299 0.106
C -3.74819 3.41415 8.04683 0.020
C -2.93776 4.27355 7.42776 0.019
C -2.55045 4.07998 6.01404 -0.389
O -1.81242 4.86490 5.44783 0.100
H -2.80036 2.77015 4.28005 0.109
H -4.31240 1.16730 5.43445 0.011
H -4.04266 3.54073 9.08120 0.121
H -2.52995 5.14447 7.92588 0.121
C 4.34588 1.79856 -8.26419 0.019
C 5.41761 1.03053 -8.46381 0.019
C 6.11500 0.37861 -7.33492 -0.388
O 7.09442 -0.32088 -7.51645 0.101
C 5.57775 0.60960 -5.97743 0.021
C 4.50590 1.37769 -5.77689 0.025
C 3.80853 2.02957 -6.90611 -0.381
O 2.82954 2.72891 -6.72525 0.108
H 3.82346 2.28409 -9.07907 0.121
H 5.82351 0.85046 -9.45159 0.121
H 6.10046 0.12372 -5.16331 0.109
H 4.10062 1.55721 -4.78960 0.098
C -4.92330 -5.50957 -4.45482 0.025
C -4.64352 -4.57935 -3.54118 0.027
C -5.39304 -3.30663 -3.48874 -0.362
O -5.13626 -2.45524 -2.65509 0.066
C -6.46510 -3.10501 -4.48606 0.028
C -6.74516 -4.03499 -5.39984 0.027
C -5.99561 -5.30827 -5.45265 -0.385
O -6.25158 -6.15782 -6.28436 0.110
H -4.38410 -6.44707 -4.50828 0.124
H -3.86203 -4.71112 -2.80288 0.124
H -7.00420 -2.16738 -4.43241 0.122
H -7.52657 -3.90294 -6.13789 0.125

Entry 3:
137
Properties=species:S:1:pos:R:3:lowdin_charge:R:1 method="wB97M-V/def2-TZVPD" fmax_ev_per_a=1.855 spin_multiplicity=2 relative_energy_ev=0.696 e_tot_ha=-16359.66987 e_lumo_ev="-0.9 / -1.0" s_squared=0.756
Ti -0.18154 -1.20650 0.05562 0.537
Se -3.57043 4.78338 1.68294 0.361
P -2.55214 3.46863 2.97550 0.540
C -1.23690 4.31676 3.88673 -0.367
C 0.02383 3.75357 4.05339 -0.082
C 1.01538 4.45607 4.73124 -0.069
C 0.74413 5.71130 5.25176 -0.080
C -0.51908 6.27451 5.09129 -0.079
C -1.50538 5.58660 4.40249 -0.116
C -3.63910 2.69884 4.19498 -0.354
C -4.65354 1.86923 3.72190 -0.094
C -5.52493 1.26679 4.61238 -0.075
C -5.39128 1.49347 5.97879 -0.084
C -4.38516 2.32102 6.44991 -0.076
C -3.50203 2.92300 5.55890 -0.064
C -1.72539 2.01906 2.26337 -0.388
C -1.18231 1.66855 1.04436 -0.392
N -0.48771 0.52140 1.24924 -0.216
N -0.62920 0.18094 2.52801 -0.098
N -1.36978 1.04657 3.14993 0.054
P -1.32645 2.23578 -0.64926 0.731
Se -0.82098 0.59131 -1.94218 0.593
C -0.27946 3.66698 -0.93511 -0.357
C -0.19346 4.67316 0.02496 -0.076
C 0.56424 5.80549 -0.23907 -0.059
C 1.22996 5.92958 -1.45154 -0.072
C 1.14793 4.92272 -2.40529 -0.070
C 0.39628 3.78531 -2.14859 -0.107
C -3.01477 2.72465 -1.00653 -0.400
C -4.05136 1.94615 -0.50948 -0.132
C -5.35865 2.23003 -0.86336 -0.077
C -5.62808 3.29491 -1.71301 -0.071
C -4.59074 4.06859 -2.21710 -0.071
C -3.27652 3.78234 -1.87220 -0.087
H 0.24661 2.76835 3.67042 0.030
H 1.99475 4.00823 4.84983 0.099
H 1.51525 6.25592 5.78419 0.103
H -0.73080 7.25785 5.49317 0.103
H -2.47766 6.03544 4.23873 0.085
H -4.76030 1.70266 2.65449 0.091
H -6.31102 0.61978 4.24374 0.102
H -6.07327 1.02068 6.67510 0.102
H -4.27790 2.49462 7.51325 0.104
H -2.70570 3.55556 5.93009 0.103
H -0.72286 4.59087 0.96529 0.051
H 0.62977 6.58911 0.50556 0.111
H 1.82528 6.81256 -1.65134 0.106
H 1.68336 5.01537 -3.34243 0.108
H 0.34611 2.98160 -2.87462 0.067
H -3.82687 1.13221 0.17001 0.060
H -6.16717 1.63082 -0.46385 0.096
H -6.65204 3.52706 -1.98040 0.106
H -4.80490 4.90140 -2.87600 0.107
H -2.47022 4.39455 -2.25437 0.109
C -0.61369 -2.90749 3.50384 -0.267
P -0.43817 -3.31106 1.73426 0.868
C -2.09544 -4.03887 1.41887 -0.223
C 0.59150 -4.85052 1.73974 -0.348
C 0.21491 -5.91190 2.57514 -0.090
C 0.88290 -7.12085 2.54609 -0.070
C 1.94060 -7.30439 1.65949 -0.071
C 2.33267 -6.25698 0.84795 -0.095
C 1.68303 -5.01687 0.88633 -0.365
P 2.33892 -3.55611 -0.04332 0.867
C 4.02938 -3.44493 0.66887 -0.367
C 2.72256 -4.28352 -1.71298 -0.267
H -1.02888 -3.75471 4.04678 0.042
H -1.27355 -2.04934 3.60212 0.036
H 0.35400 -2.65063 3.93185 -0.038
H -2.30055 -4.84393 2.11681 0.043
H -2.15504 -4.43836 0.40591 0.051
H -2.84849 -3.26510 1.54633 0.040
H -0.60771 -5.79983 3.26652 0.094
H 0.57793 -7.92000 3.20949 0.107
H 2.46160 -8.25283 1.61507 0.107
H 3.17199 -6.40010 0.17852 0.101
H 4.54517 -4.40278 0.57428 0.050
H 3.96959 -3.15778 1.71803 -0.045
H 4.58319 -2.66879 0.13731 -0.059
H 2.43710 -5.33297 -1.77618 0.054
H 3.79156 -4.19377 -1.91125 0.048
H 2.20562 -3.73621 -2.50486 0.005
Cl -5.15204 -1.10069 0.71621 0.749
C -4.23516 -1.70383 -0.62502 -0.556
C -4.92672 -2.25700 -1.73061 -0.099
C -4.26254 -2.93143 -2.70162 -0.597
Cl -5.13749 -3.61830 -4.03982 0.699
C -2.86571 -3.14592 -2.58272 -0.155
C -2.11671 -4.06572 -3.34726 0.003
C -0.82362 -4.32178 -3.00676 -0.021
C -0.22061 -3.58731 -1.96885 -0.162
N -0.85201 -2.66157 -1.29497 -0.023
C -2.19405 -2.49793 -1.53375 -0.193
C -2.87195 -1.71791 -0.55575 -0.448
O -2.14737 -1.19019 0.40903 -0.269
H -6.00465 -2.16806 -1.77831 0.112
H -2.59048 -4.59120 -4.16729 0.102
H -0.23608 -5.05784 -3.53809 0.119
H 0.82521 -3.73173 -1.72280 -0.002
Cl 2.81563 -2.14306 3.93136 0.061
Ge 2.08318 -0.88982 2.23716 -0.049
Cl 4.13201 -0.78245 1.21696 0.151
Cl 2.31775 1.12074 3.19212 0.070
C 6.33257 -2.84445 -3.41860 -0.085
C 6.33580 -2.08869 -2.25265 -0.071
C 5.18303 -1.43581 -1.83342 -0.159
C 4.01283 -1.52211 -2.58355 -0.387
C 4.01347 -2.28766 -3.74828 -0.135
C 5.16581 -2.94602 -4.16377 -0.085
As 2.36589 -0.61750 -1.99569 1.290
C 3.07065 1.15856 -1.57940 -0.395
C 4.15053 1.71760 -2.26172 -0.122
C 4.69154 2.92835 -1.84584 -0.075
C 4.18022 3.57489 -0.72429 -0.075
C 3.11568 3.01652 -0.03201 -0.082
C 2.56237 1.82157 -0.46724 -0.167
C 1.60954 -0.28633 -3.79418 -0.448
C 1.86275 0.87013 -4.52711 -0.107
C 1.25530 1.07353 -5.75988 -0.073
C 0.38308 0.12815 -6.28488 -0.082
C 0.13366 -1.03483 -5.57144 -0.077
C 0.74441 -1.23285 -4.33849 -0.172
H 7.23484 -3.34738 -3.74641 0.102
H 7.23950 -2.00174 -1.66076 0.109
H 5.20367 -0.85320 -0.92170 0.026
H 3.11951 -2.37353 -4.35007 0.091
H 5.14861 -3.53200 -5.07576 0.104
H 4.59196 1.20404 -3.10673 0.106
H 5.52732 3.35470 -2.38797 0.102
H 4.62215 4.50400 -0.38320 0.105
H 2.72636 3.48969 0.86203 0.104
H 1.74936 1.38762 0.10232 0.043
H 2.51188 1.63634 -4.13190 0.084
H 1.46130 1.98303 -6.31159 0.105
H -0.09766 0.29846 -7.24056 0.103
H -0.54321 -1.78427 -5.96453 0.104
H 0.54021 -2.15003 -3.79676 0.069